[1]
50
Properties=species:S:1:pos:R:3:lowdin_charge:R:1 method="wB97M-V/def2-TZVPD" de_lowest_kcal_mol=1.5 smiles="CN(C(=O)COC(=O)c1cc(-c2ccc(Cl)s2)nc2ccccc12)[C@H]1CCS(=O)(=O)C1" lumo_energy_ev=-0.53 largest_force_ev_per_a=0.98 e_tot_ev=-69496.2766 homo_ev=-8.228 homo_lumo_gap_ev=7.693
C -3.57 -3.45 -1.24 -0.027
N -3.50 -2.39 -0.26 -0.051
C -2.34 -1.99 0.31 -0.436
O -2.28 -1.13 1.17 0.082
C -1.04 -2.67 -0.16 -0.058
O 0.01 -1.74 -0.02 0.030
C -0.19 -0.58 -0.67 -0.420
O -1.14 -0.41 -1.40 0.131
C 0.88 0.40 -0.41 -0.034
C 2.18 -0.04 -0.27 0.049
C 3.21 0.91 -0.05 -0.276
C 4.59 0.49 0.08 -0.458
C 5.67 1.29 0.30 -0.105
C 6.89 0.59 0.38 -0.183
C 6.72 -0.75 0.22 -1.028
Cl 7.93 -1.95 0.25 0.641
S 5.06 -1.18 -0.03 1.050
N 2.97 2.20 0.04 0.176
C 1.72 2.65 -0.07 -0.205
C 1.50 4.04 0.05 -0.012
C 0.23 4.55 -0.05 -0.072
C -0.86 3.70 -0.27 -0.063
C -0.69 2.35 -0.40 -0.006
C 0.60 1.79 -0.31 -0.075
C -4.69 -1.57 -0.06 -0.318
C -5.19 -1.57 1.40 -0.160
C -6.40 -0.67 1.45 -0.190
S -6.08 0.58 0.15 0.681
O -5.92 1.89 0.70 -0.316
O -7.07 0.42 -0.89 -0.321
C -4.50 -0.11 -0.43 -0.150
H -2.95 -4.29 -0.93 0.094
H -4.60 -3.79 -1.32 0.096
H -3.25 -3.10 -2.23 0.104
H -1.11 -2.98 -1.21 0.125
H -0.79 -3.51 0.48 0.148
H 2.42 -1.09 -0.34 0.096
H 5.58 2.36 0.39 0.113
H 7.85 1.05 0.54 0.109
H 2.35 4.67 0.22 0.111
H 0.06 5.61 0.05 0.104
H -1.86 4.12 -0.33 0.107
H -1.53 1.70 -0.57 0.101
H -5.48 -1.98 -0.70 0.149
H -4.39 -1.19 2.03 0.117
H -5.42 -2.59 1.71 0.127
H -6.52 -0.16 2.40 0.103
H -7.32 -1.17 1.17 0.102
H -4.39 0.06 -1.50 0.121
H -3.69 0.35 0.13 0.097



[2]
21
Properties=species:S:1:pos:R:3:lowdin_charge:R:1 method="wB97M-V/def2-TZVPD" de_lowest_kcal_mol=63.5 lumo_energy_ev="-4.96 / -4.90" largest_force_ev_per_a=6.59 e_tot_ev=-36030.1109 homo_ev="-11.516 / -11.582" homo_lumo_gap_ev="6.556 / 6.678" charge=+1
C -1.87 1.17 -1.68 -0.298
C 0.90 2.46 0.02 -0.287
C 0.47 0.14 0.09 -0.131
C 0.01 1.48 -0.18 -0.292
C 1.87 0.18 0.33 -0.505
C -0.19 -1.07 0.15 -0.239
C -2.42 -0.22 0.57 -0.685
C -1.43 1.68 -0.52 -0.057
N -2.06 0.51 -2.60 0.195
N -1.54 -1.21 0.39 0.076
N 2.74 -0.81 0.40 0.133
N 0.51 -2.20 0.15 0.167
S -3.76 -0.01 1.30 0.881
S 2.48 1.80 0.38 1.121
H 0.83 3.52 -0.24 0.106
H -1.86 2.59 -0.01 0.152
H -1.74 -2.19 0.43 0.158
H 3.65 -0.67 0.59 0.066
H 2.27 -1.79 0.58 0.159
H 1.09 -2.36 -0.66 0.157
H 0.08 -3.01 0.50 0.123



[3]
99
Properties=species:S:1:pos:R:3:lowdin_spin:R:1 method="wB97M-V/def2-TZVPD" de_lowest_kcal_mol=22.6 lumo_energy_ev="2.24 / 2.24" s2=9.0464 multiplicity=6 largest_force_ev_per_a=0.52 e_tot_ev=-165353.7195 homo_ev="-4.100 / -4.659" homo_lumo_gap_ev="6.344 / 6.903" charge=-1
Mn 0.41 -0.34 -0.17 4.137
C 2.74 -3.98 5.40 0.000
C 2.90 -2.92 4.35 0.000
C 3.66 -1.77 4.59 0.000
C 3.84 -0.81 3.60 0.000
C 3.28 -1.01 2.35 0.000
C 2.51 -2.14 2.09 0.002
C 2.32 -3.07 3.09 0.000
S 3.72 0.10 1.04 0.005
O 4.50 1.16 1.65 0.002
O 4.41 -0.72 0.07 0.003
N 2.31 0.61 0.48 0.034
C 2.24 1.76 -0.28 0.009
C 3.05 2.91 -0.19 0.001
C 2.72 4.00 -0.96 0.002
C 1.61 3.97 -1.80 0.002
C 0.89 2.80 -1.85 0.004
N 1.20 1.72 -1.14 0.026
H 3.10 -3.64 6.38 0.000
H 3.30 -4.88 5.14 0.000
H 1.69 -4.27 5.51 0.000
H 4.12 -1.63 5.56 0.000
H 4.44 0.07 3.77 0.000
H 2.07 -2.27 1.11 0.002
H 1.71 -3.95 2.89 0.000
H 3.88 2.92 0.49 0.000
H 3.32 4.90 -0.88 0.000
H 1.32 4.82 -2.40 0.000
H 0.02 2.71 -2.49 0.000
C -1.23 -1.62 -0.34 -0.160
H -0.77 -2.60 -0.42 -0.004
H -1.81 -1.41 -1.24 0.000
H -1.88 -1.59 0.53 0.003
C -2.00 0.17 6.45 0.000
N -1.69 -0.44 5.16 0.000
C -0.44 -0.47 4.62 0.004
S -0.24 -0.26 2.98 0.016
N 0.61 -0.65 5.45 0.000
C 0.57 -1.34 6.72 0.000
H -3.00 0.59 6.39 0.000
H -1.30 0.98 6.68 0.000
H -1.98 -0.55 7.27 0.000
H -2.38 -0.26 4.44 0.000
H 1.49 -0.68 4.95 0.000
H 0.35 -0.67 7.56 0.000
H 1.54 -1.79 6.89 0.000
H -0.18 -2.14 6.71 0.000
C 1.22 -0.60 -3.76 0.023
C 1.86 -1.92 -3.45 0.154
C 2.41 -2.66 -4.49 -0.013
C 3.04 -3.88 -4.27 0.184
C 3.13 -4.38 -2.97 -0.011
C 2.61 -3.69 -1.90 0.136
C 2.75 -4.23 -0.51 0.021
C 1.93 -2.41 -2.08 0.040
N 1.42 -1.81 -1.04 0.493
H 0.51 -0.69 -4.59 0.005
H 1.98 0.13 -4.06 0.008
H 0.72 -0.20 -2.89 0.002
H 2.34 -2.26 -5.50 -0.005
H 3.46 -4.43 -5.10 0.013
H 3.63 -5.32 -2.79 -0.005
H 3.08 -5.27 -0.53 0.000
H 1.80 -4.16 0.03 0.005
H 3.48 -3.64 0.06 0.007
C -5.03 0.39 3.49 -0.003
C -4.10 1.39 3.73 0.000
C -3.10 1.65 2.79 -0.004
C -3.01 0.94 1.60 -0.012
C -3.98 -0.04 1.37 -0.003
C -4.97 -0.32 2.30 0.000
Ge -1.54 1.29 0.30 -0.077
C -2.60 1.56 -1.37 -0.014
C -3.87 2.15 -1.34 -0.003
C -4.60 2.35 -2.51 -0.001
C -4.08 1.95 -3.73 0.000
C -2.83 1.35 -3.78 0.000
C -2.11 1.16 -2.61 0.002
C -0.97 3.12 0.83 -0.024
C -1.60 4.28 0.36 -0.005
C -1.17 5.54 0.75 -0.001
C -0.09 5.67 1.61 0.000
C 0.56 4.54 2.08 0.000
C 0.12 3.28 1.69 -0.002
H -5.81 0.18 4.21 0.000
H -4.15 1.98 4.64 0.000
H -2.37 2.43 3.01 0.000
H -3.96 -0.60 0.44 0.000
H -5.70 -1.10 2.09 0.000
H -4.30 2.45 -0.39 0.000
H -5.58 2.81 -2.46 0.000
H -4.65 2.10 -4.64 0.000
H -2.42 1.02 -4.73 0.000
H -1.14 0.67 -2.66 0.002
H -2.44 4.19 -0.32 -0.001
H -1.68 6.42 0.37 0.000
H 0.26 6.66 1.90 0.000
H 1.41 4.63 2.73 0.000
H 0.64 2.40 2.05 0.000



[4]
15
Properties=species:S:1:pos:R:3:lowdin_charge:R:1 method="wB97M-V/def2-TZVPD" de_lowest_kcal_mol=27.4 smiles="NC/C(=C/Cl)CO" lumo_energy_ev=0.84 largest_force_ev_per_a=3.34 e_tot_ev=-20336.5645 homo_ev=-9.162 homo_lumo_gap_ev=10.007
N -2.61 -0.98 -0.19 -0.025
C -1.96 0.32 0.16 -0.248
C -0.47 0.23 0.19 -0.275
C 0.15 -0.96 -0.02 -0.513
Cl 1.88 -1.16 0.03 0.603
C 0.31 1.55 0.49 -0.291
O 0.90 2.12 -0.57 -0.023
H -3.61 -0.92 -0.03 0.065
H -2.46 -1.19 -1.17 0.065
H -2.25 1.14 -0.59 0.138
H -2.41 0.55 1.14 0.123
H -0.44 -1.93 -0.15 0.084
H -0.44 2.27 0.82 0.123
H 0.94 1.31 1.28 0.090
H 1.69 1.71 -0.90 0.084



[5]
51
Properties=species:S:1:pos:R:3:lowdin_spin:R:1 method="wB97M-V/def2-TZVPD" de_lowest_kcal_mol=0.0 lumo_energy_ev="0.35 / 0.38" s2=9.3592 multiplicity=6 largest_force_ev_per_a=2.75 e_tot_ev=-120885.4977 homo_ev="-8.116 / -8.225" homo_lumo_gap_ev="8.468 / 8.609"
C 2.23 0.10 3.64 -0.007
C 2.45 -0.52 2.34 -0.010
C 2.34 0.49 1.34 -0.010
H 2.68 -1.56 2.14 0.000
C 2.08 1.73 1.99 -0.009
C 2.00 1.50 3.41 -0.008
H 2.01 2.70 1.48 0.000
C -1.35 -1.77 3.45 -0.009
C -0.18 -2.32 2.81 -0.005
C -0.36 -2.22 1.39 -0.010
H 0.69 -2.75 3.31 0.000
C -1.62 -1.60 1.12 -0.010
C -2.23 -1.33 2.38 -0.007
H 2.54 0.37 0.27 0.000
H 1.74 2.25 4.16 0.000
H 2.15 -0.43 4.60 0.000
H -3.21 -0.89 2.50 0.000
H 0.29 -2.65 0.60 0.000
H -1.51 -1.62 4.53 0.000
Dy -0.04 0.15 2.74 5.097
C -2.32 -1.50 -0.23 0.000
C -3.71 -2.15 -0.09 0.000
C -1.58 -2.29 -1.33 0.000
H -3.61 -3.22 0.21 0.000
H -4.25 -2.13 -1.04 0.000
H -4.33 -1.65 0.66 0.000
H -1.50 -3.36 -1.05 0.000
H -0.57 -1.89 -1.51 0.000
H -2.14 -2.24 -2.28 0.000
C -2.50 0.00 -0.68 0.000
C -1.29 0.75 -1.17 0.000
H -2.99 0.52 0.15 0.000
H -3.24 -0.02 -1.49 0.000
O -0.16 0.78 -0.64 0.000
N -1.40 1.49 -2.34 0.000
C -0.36 2.50 -2.44 0.000
H -2.33 1.72 -2.76 0.000
C 1.04 1.94 -2.56 0.000
C 2.17 2.57 -2.00 0.000
H 2.04 3.46 -1.39 0.000
C 3.46 2.07 -2.21 0.000
H 4.34 2.57 -1.78 0.000
C 3.65 0.91 -2.99 0.000
H 4.66 0.51 -3.17 0.000
C 2.52 0.26 -3.53 0.000
H 2.65 -0.66 -4.12 0.000
C 1.24 0.77 -3.31 0.000
H 0.37 0.27 -3.72 0.000
H -0.35 3.10 -1.51 0.000
H -0.60 3.15 -3.29 0.000
Br -1.61 2.14 3.38 -0.013



[6]
26
Properties=species:S:1:pos:R:3:lowdin_charge:R:1 method="wB97M-V/def2-TZVPD" de_lowest_kcal_mol=10.2 smiles=CCc1c[nH]cn1.CCC lumo_energy_ev=0.88 largest_force_ev_per_a=1.82 e_tot_ev=-11535.5430 homo_ev=-8.561 homo_lumo_gap_ev=9.441
C -0.90 -1.22 2.41 -0.109
C -0.58 0.26 2.27 -0.209
C 0.70 0.60 1.57 -0.317
C 1.27 1.84 1.44 -0.075
N 2.50 1.63 0.86 0.043
C 2.61 0.30 0.64 -0.211
N 1.57 -0.35 1.10 0.100
H -1.47 -1.65 1.60 0.059
H -1.50 -1.38 3.30 0.065
H 0.01 -1.82 2.45 0.063
H -1.42 0.79 1.80 0.107
H -0.57 0.71 3.26 0.104
H 0.89 2.81 1.71 0.115
H 2.96 2.35 0.33 0.148
H 3.42 -0.26 0.18 0.118
C -1.84 -1.23 -2.63 -0.120
C -1.02 -0.33 -1.73 -0.333
C 0.23 0.28 -2.36 -0.118
H -1.22 -2.08 -2.95 0.070
H -2.18 -0.71 -3.52 0.066
H -2.67 -1.65 -2.07 0.066
H -1.60 0.57 -1.44 0.103
H -0.91 -0.77 -0.75 0.077
H 0.83 0.73 -1.56 0.044
H 0.90 -0.47 -2.78 0.073
H -0.01 1.03 -3.12 0.071



[7]
9
Properties=species:S:1:pos:R:3:lowdin_charge:R:1 method="wB97M-V/def2-TZVPD" de_lowest_kcal_mol=41.3 smiles=C#CN[SiH3] lumo_energy_ev=0.85 largest_force_ev_per_a=6.13 e_tot_ev=-11520.0157 homo_ev=-8.622 homo_lumo_gap_ev=9.474
C 0.36 2.67 0.60 0.099
C -0.04 1.50 0.52 -0.284
N -0.71 0.32 0.35 -0.219
Si 0.04 -1.05 -0.31 0.583
H 1.00 3.43 0.65 -0.037
H -1.69 0.39 0.48 0.079
H 1.50 -0.77 -0.22 -0.060
H -0.17 -1.01 -1.72 -0.091
H -0.34 -1.99 0.72 -0.069



[8]
36
Properties=species:S:1:pos:R:3:lowdin_spin:R:1 method="wB97M-V/def2-TZVPD" de_lowest_kcal_mol=0.0 lumo_energy_ev="0.14 / -0.83" s2=0.7533 multiplicity=2 largest_force_ev_per_a=0.62 e_tot_ev=-32114.0378 homo_ev="-9.318 / -9.102" homo_lumo_gap_ev="9.456 / 8.273"
Ru 0.91 0.36 0.55 0.855
O 1.41 -0.18 -1.48 0.010
C 1.56 -1.62 -1.33 0.001
C 2.53 -1.92 -0.20 0.000
N 2.19 -1.21 1.06 -0.008
C 1.43 -1.96 2.08 -0.001
C 0.69 -0.96 2.99 0.005
O 0.37 -1.28 4.11 0.013
O 0.38 0.19 2.42 0.054
C 3.40 -0.59 1.65 -0.001
C 3.71 0.71 0.92 0.005
O 4.83 1.11 0.75 0.017
O 2.61 1.34 0.55 0.032
H 2.26 0.24 -1.68 0.002
H 1.91 -2.06 -2.26 0.000
H 0.55 -1.97 -1.13 0.000
H 3.52 -1.57 -0.51 0.000
H 2.62 -3.00 -0.04 0.000
H 2.08 -2.61 2.67 0.000
H 0.68 -2.57 1.58 0.000
H 4.26 -1.26 1.64 0.000
H 3.18 -0.32 2.69 0.000
O -1.00 -0.28 -0.05 0.018
C -1.31 0.94 -0.30 0.000
O -0.44 1.82 -0.01 0.001
C -2.61 1.30 -0.88 0.000
C -3.55 0.31 -1.15 0.000
C -4.78 0.65 -1.70 0.000
C -5.06 1.98 -1.98 0.000
C -4.12 2.97 -1.71 0.000
C -2.89 2.63 -1.16 0.000
H -3.31 -0.72 -0.92 0.000
H -5.51 -0.11 -1.90 0.000
H -6.01 2.25 -2.40 0.000
H -4.34 4.01 -1.93 0.000
H -2.15 3.38 -0.94 0.000